No. 1
One molecule with the formula C19H21ClN2O2. Source: OMol25; level of theory: ωB97M-V/def2-TZVPD.

## Properties
highest occupied orbital energy: -7.616 eV
energy above the lowest of the compared OMol25 structures with the same formula, charge and spin: 39.6 kcal/mol
energy: -39641.4598 eV

Last column: Mulliken charge in e.
Atoms and positions in Å:
C 4.782 2.701 -0.004  -1.0087
O 3.834 1.668 -0.083  -0.3563
C 4.259 0.370 0.093  0.6427
C 5.566 0.032 0.391  -0.5111
C 5.957 -1.296 0.496  -0.7777
C 5.029 -2.295 0.300  -0.8765
C 3.712 -1.971 0.023  -0.3310
C 3.288 -0.647 -0.076  0.5240
N 1.978 -0.338 -0.392  0.3833
C 1.116 -1.332 -0.989  -0.7899
C -0.104 -0.639 -1.581  -1.2390
N -0.888 -0.036 -0.517  0.3326
C -2.239 -0.087 -0.594  0.6297
O -2.805 -0.548 -1.564  -0.6624
C -2.987 0.485 0.612  -0.8758
C -4.466 0.276 0.465  0.3402
C -5.173 0.976 -0.505  -0.2170
C -6.530 0.779 -0.674  -0.7721
C -7.190 -0.127 0.140  0.3912
Cl -8.891 -0.372 -0.056  -0.2245
C -6.504 -0.839 1.110  -0.7716
C -5.144 -0.635 1.262  -0.3747
C -0.123 0.448 0.611  -0.9273
C 1.297 0.808 0.168  -0.6864
H 5.225 2.771 0.995  0.3835
H 4.232 3.618 -0.215  0.2503
H 5.577 2.579 -0.746  0.3677
H 6.309 0.802 0.526  0.3893
H 6.985 -1.532 0.721  0.3769
H 5.319 -3.333 0.368  0.3730
H 2.998 -2.768 -0.110  0.3789
H 1.664 -1.845 -1.784  0.6646
H 0.777 -2.087 -0.261  0.3539
H -0.748 -1.350 -2.102  0.4772
H 0.215 0.127 -2.297  0.2101
H -2.622 0.004 1.522  0.4614
H -2.769 1.554 0.671  0.3971
H -4.653 1.675 -1.142  0.3797
H -7.074 1.322 -1.431  0.3998
H -7.028 -1.545 1.734  0.4093
H -4.609 -1.196 2.015  0.3357
H -0.077 -0.315 1.402  0.2392
H -0.589 1.343 1.028  0.5682
H 1.246 1.624 -0.565  0.1976
H 1.848 1.172 1.035  0.5449


No. 2
C12H30N4O10SZr as an isolated structure at a distorted geometry. Source: OMol25; level of theory: ωB97M-V/def2-TZVPD.

## Properties
highest occupied orbital energy: -9.115 eV
energy: -51486.2661 eV

Last column: Mulliken charge in e.
Atoms and positions in Å:
Zr 1.709 0.070 2.636  2.0494
O 0.389 0.499 1.144  0.0298
H 0.176 0.506 0.207  0.0257
O 0.365 0.929 3.929  -0.6874
H 0.260 1.672 4.537  0.1812
S 3.995 -1.163 1.351  1.1658
O 3.005 -1.628 2.430  -0.7253
O 3.129 0.056 1.004  -0.5312
O 5.200 -0.731 2.021  -0.6070
O 4.187 -2.030 0.233  -0.6274
C 0.409 -2.900 1.558  0.1438
O 0.497 -1.858 2.203  -0.6907
N -0.545 -3.113 0.661  0.4037
C -0.648 -4.389 -0.008  -0.9417
C -1.629 -2.186 0.443  -0.7151
H 1.118 -3.722 1.702  0.3163
H -1.544 -4.934 0.291  0.3275
H 0.255 -4.979 0.118  0.3217
H -0.742 -4.214 -1.087  0.2695
H -1.591 -1.845 -0.601  0.0589
H -2.595 -2.673 0.574  0.3813
H -1.500 -1.295 1.052  0.0937
C 0.520 -0.004 -1.880  -0.3844
O -0.360 0.780 -2.202  -0.6390
N 0.603 -1.280 -2.310  0.3884
C 1.769 -2.081 -1.998  -0.5653
C -0.301 -1.725 -3.349  -0.9353
H 1.357 0.277 -1.224  0.6387
H 2.502 -2.052 -2.813  0.3563
H 1.505 -3.129 -1.851  0.2473
H 2.285 -1.697 -1.121  -0.0846
H -1.322 -1.448 -3.102  0.2113
H -0.034 -1.282 -4.313  0.3395
H -0.210 -2.806 -3.443  0.3633
C -5.297 0.063 -0.083  0.1071
O -5.650 -0.064 1.072  -0.5825
N -4.128 0.597 -0.487  0.1961
C -3.195 1.105 0.486  -1.0994
C -3.705 0.524 -1.876  -0.9407
H -5.926 -0.259 -0.932  0.2546
H -3.031 0.360 1.274  0.3203
H -3.614 1.951 1.035  0.4071
H -2.210 1.324 0.084  0.3329
H -2.855 -0.160 -1.952  0.3236
H -4.492 0.138 -2.518  0.3295
H -3.353 1.496 -2.218  0.2834
C 2.263 3.427 2.085  0.0645
O 2.210 2.203 2.192  -0.7224
N 2.224 4.049 0.926  0.1596
C 2.043 5.486 0.840  -0.8401
C 2.092 3.289 -0.300  -0.5982
H 2.338 4.084 2.962  0.3250
H 2.748 5.926 0.141  0.2868
H 2.106 5.934 1.830  0.2738
H 1.017 5.685 0.514  0.3501
H 1.081 3.319 -0.713  0.3746
H 2.806 3.658 -1.037  0.3941
H 2.316 2.239 -0.121  -0.1785


No. 3
A 12-piece molecular cluster, C47H100O33P2S5 overall at a distorted geometry. Source: OMol25; level of theory: ωB97M-V/def2-TZVPD.

## Properties
highest occupied orbital energy: -10.078 eV
energy: -190682.1639 eV

Last column: Mulliken charge in e.
Atoms and positions in Å:
C -0.480 2.361 3.009  -0.5127
C -0.772 2.708 1.545  0.9857
O -1.394 1.597 0.904  -0.1636
P -0.432 0.516 0.244  -0.0098
O 0.904 1.016 -0.146  -0.1495
O -0.331 -0.685 1.292  0.4944
C -1.225 -1.744 1.561  -0.6896
C -0.947 -3.008 0.729  -0.8324
O -1.418 0.031 -0.935  -0.4027
C -0.927 0.052 -2.298  0.1479
C -0.126 -1.230 -2.512  -0.6931
H -0.037 1.360 3.100  -0.3805
H 0.068 3.161 3.501  0.0981
H -1.360 2.088 3.602  0.3124
H -1.537 3.484 1.659  -0.0772
H 0.057 3.146 0.992  -0.6705
H -1.375 -1.989 2.611  0.6145
H -2.247 -1.482 1.261  0.1381
H -1.858 -3.522 0.421  0.5388
H -0.418 -2.777 -0.195  0.1059
H -0.335 -3.704 1.301  -0.0413
H -1.857 0.070 -2.859  0.3226
H -0.294 0.919 -2.483  -0.0057
H -0.792 -2.071 -2.311  -0.0063
H 0.425 -1.290 -3.456  0.3616
H 0.733 -1.534 -1.899  0.2994
C -3.594 0.124 -10.899  -1.2910
C -3.290 -0.261 -9.450  0.2851
O -4.335 0.215 -8.616  -0.3144
P -4.648 -0.541 -7.236  0.4785
O -5.242 0.198 -6.122  -0.7784
O -5.598 -1.707 -7.787  -0.3119
C -6.527 -2.459 -7.032  -0.3275
C -6.074 -2.849 -5.595  -0.7566
O -3.297 -1.285 -6.868  0.4241
C -2.361 -0.865 -5.847  -0.1637
C -0.969 -1.071 -6.422  -1.0605
H -2.708 -0.007 -11.513  0.3890
H -4.431 -0.471 -11.260  0.2806
H -3.922 1.164 -10.844  0.3035
H -3.304 -1.358 -9.453  0.1285
H -2.288 0.012 -9.117  0.1137
H -7.426 -1.873 -6.848  0.2479
H -6.717 -3.336 -7.647  0.3419
H -6.557 -2.116 -4.939  0.3300
H -6.372 -3.762 -5.083  0.3956
H -5.007 -2.653 -5.482  -0.0548
H -2.590 0.127 -5.463  0.4851
H -2.543 -1.560 -5.024  0.0555
H -0.145 -0.846 -5.746  0.2384
H -0.832 -2.021 -6.930  0.2309
H -0.899 -0.263 -7.159  0.3547
O 2.911 6.580 -1.167  -0.7555
S 1.944 5.655 -0.644  0.9458
O 2.184 5.101 0.679  -0.4074
C 0.313 6.350 -0.644  -0.8258
C -0.591 5.314 -1.309  0.4340
C 0.238 4.644 -2.434  -0.8035
C 1.613 4.321 -1.869  0.1775
H 0.420 7.309 -1.156  0.4054
H -0.041 6.613 0.352  0.2782
H -0.750 4.462 -0.635  -0.5505
H -1.642 5.503 -1.519  0.5451
H 0.311 5.140 -3.402  0.3654
H -0.285 3.713 -2.669  0.2031
H 2.388 4.354 -2.628  0.5696
H 1.627 3.436 -1.231  -0.4382
O 6.789 -1.214 -2.848  -0.5847
S 6.574 -0.404 -4.008  1.1046
O 7.530 -0.371 -5.092  -0.6812
C 4.930 -0.767 -4.657  -0.9613
C 4.032 -0.029 -3.719  0.0699
C 4.624 1.374 -3.525  -0.2546
C 6.139 1.264 -3.421  -0.5941
H 4.730 -1.833 -4.736  0.4653
H 4.998 -0.300 -5.642  0.3670
H 3.019 -0.036 -4.137  0.1286
H 3.832 -0.558 -2.784  0.0901
H 4.320 1.815 -2.574  -0.0287
H 4.278 2.039 -4.315  0.3836
H 6.509 1.296 -2.396  0.1635
H 6.688 2.050 -3.937  0.3646
O 0.944 -4.067 4.576  -0.5979
S 0.673 -2.880 5.366  1.0809
O -0.688 -2.398 5.559  -0.6792
C 1.396 -2.894 7.067  -0.7495
C 2.715 -2.105 7.056  -0.8771
C 2.536 -1.001 5.963  -0.4906
C 1.772 -1.558 4.785  0.3483
H 1.427 -3.957 7.312  0.4669
H 0.634 -2.475 7.725  0.2621
H 2.993 -1.771 8.050  0.4441
H 3.489 -2.737 6.615  0.3226
H 3.523 -0.689 5.624  0.2380
H 2.036 -0.122 6.374  0.2802
H 2.491 -2.149 4.217  -0.3314
H 1.252 -0.771 4.245  -0.1341
O 2.954 -5.215 -0.481  -0.5069
S 2.260 -6.478 -0.252  0.9648
O 2.114 -7.428 -1.325  -0.6883
C 2.943 -7.177 1.324  -0.6420
C 1.813 -7.232 2.309  -0.9666
C 0.931 -6.012 1.989  0.1603
C 0.573 -6.173 0.498  -0.7279
H 3.648 -6.432 1.702  0.3042
H 3.612 -8.002 1.081  0.4522
H 1.153 -8.097 2.230  0.3588
H 2.138 -7.141 3.345  0.3727
H 1.299 -5.014 2.240  -0.2459
H -0.018 -5.979 2.533  0.5281
H 0.134 -5.381 -0.096  0.3144
H 0.145 -7.170 0.391  0.3914
O -3.231 4.998 1.028  -0.4160
S -4.555 4.524 0.671  0.8788
O -5.435 5.185 -0.278  -0.6922
C -4.137 2.861 -0.077  0.1128
C -4.984 1.831 0.673  -0.7182
C -4.975 2.317 2.096  -0.1285
C -5.417 3.752 2.069  -0.8676
H -3.070 2.774 0.119  -0.5612
H -4.312 2.870 -1.151  0.5062
H -6.030 1.737 0.373  0.4700
H -4.586 0.816 0.642  0.2260
H -3.978 2.196 2.524  -0.1047
H -5.696 1.679 2.613  0.4207
H -5.286 4.340 2.979  0.4541
H -6.484 3.891 1.879  0.4010
C 3.061 2.203 1.900  0.8020
O 3.704 3.120 2.779  -0.2639
C 4.152 2.487 3.850  0.7263
O 4.108 1.291 3.966  -0.5411
O 4.613 3.339 4.752  -0.3817
C 5.194 2.759 5.903  -0.7440
H 2.139 1.714 2.198  -0.1118
H 3.839 1.600 1.432  -0.0139
H 2.762 2.736 0.991  -0.4522
H 6.127 3.218 6.229  0.2984
H 5.353 1.684 5.858  0.2954
H 4.541 2.938 6.762  0.2967
C 1.433 5.755 3.823  -0.4122
O 0.039 5.973 4.045  -0.3140
C -0.646 5.606 5.139  0.9379
O -0.253 4.730 5.856  -0.5819
O -1.734 6.318 5.360  -0.3545
C -2.131 7.302 4.412  -0.5547
H 1.825 6.692 3.441  0.2752
H 1.578 4.871 3.208  -0.0556
H 1.848 5.566 4.820  0.3813
H -1.776 8.283 4.726  0.2850
H -3.210 7.424 4.297  0.3119
H -1.852 7.148 3.371  0.1501
C -2.995 -5.478 -8.625  -0.7783
O -3.297 -5.050 -7.296  -0.2086
C -2.481 -5.396 -6.316  0.6856
O -1.550 -6.144 -6.376  -0.5815
O -2.827 -4.675 -5.259  -0.2094
C -2.007 -4.553 -4.131  -0.8111
H -2.647 -6.514 -8.663  0.3712
H -2.204 -4.821 -8.978  0.2926
H -3.939 -5.545 -9.158  0.2506
H -2.602 -4.355 -3.241  0.2263
H -1.189 -3.833 -4.194  0.2672
H -1.537 -5.525 -3.942  0.4886
C -1.235 0.558 6.187  0.0262
O -2.210 0.909 7.191  -0.4019
C -2.076 0.329 8.365  0.8106
O -1.205 -0.452 8.698  -0.5985
O -3.000 0.787 9.180  -0.3659
C -3.196 0.201 10.467  -0.6673
H -0.228 0.635 6.586  0.3144
H -1.370 1.219 5.336  -0.1057
H -1.535 -0.443 5.897  0.3214
H -4.258 0.053 10.653  0.2620
H -2.881 1.005 11.134  0.2555
H -2.641 -0.714 10.645  0.3313
C 6.929 0.258 1.367  -0.9296
O 5.574 0.025 1.013  0.0106
C 5.028 -1.138 1.342  0.2650
O 5.623 -2.092 1.771  -0.6054
O 3.727 -1.129 1.047  0.5051
C 2.930 -2.270 1.333  0.2449
H 7.052 0.521 2.413  0.2143
H 7.343 1.010 0.695  0.2540
H 7.467 -0.631 1.028  0.4094
H 2.704 -2.353 2.401  -0.5929
H 3.399 -3.182 0.973  0.7611
H 1.926 -2.066 0.967  -0.3086


No. 4
C15H10BLiN2O11 as an isolated structure at a distorted geometry. Source: OMol25; level of theory: ωB97M-V/def2-TZVPD.

## Properties
highest occupied orbital energy: 0.342 eV
charge: -2
energy above the lowest of the compared OMol25 structures with the same formula, charge and spin: 3.8 kcal/mol
energy: -42109.8786 eV

Last column: Mulliken charge in e.
Atoms and positions in Å:
Li -0.985 -1.202 -0.793  0.9853
C -3.186 -1.901 -1.673  0.6891
O -2.648 -0.805 -2.120  -0.7699
O -2.513 -2.619 -0.854  -0.8130
O -4.400 -2.237 -1.979  -0.9088
O 1.039 6.508 1.855  -0.6098
C 0.138 5.723 1.862  0.5774
O 0.259 4.398 2.020  -0.4625
B -1.050 3.778 1.704  1.0151
O -1.988 4.916 1.628  -0.4652
C -1.330 6.043 1.618  0.6382
O -1.812 7.108 1.343  -0.6224
O -1.007 2.976 0.499  -0.5518
C -1.248 1.686 0.769  0.4700
O -1.219 0.807 -0.026  -0.4354
C -1.515 1.597 2.305  0.5938
O -1.380 2.797 2.758  -0.5668
O -1.734 0.606 2.947  -0.5978
N 0.568 -1.089 -2.204  0.0950
C 1.634 -0.330 -2.019  -0.0495
C 2.643 -0.164 -2.956  -0.8052
C 2.585 -0.964 -4.076  -0.1507
C 1.512 -1.842 -4.262  -0.6920
C 0.515 -1.869 -3.293  -0.3055
H 1.691 0.338 -1.163  0.3484
H 3.392 0.593 -2.764  0.3750
H 3.411 -1.014 -4.778  0.3341
H 1.498 -2.480 -5.134  0.3757
H -0.395 -2.453 -3.364  0.4515
N 0.057 -1.957 0.697  -0.0478
C -0.704 -2.330 1.740  -0.2028
C -0.170 -2.723 2.957  -0.7311
C 1.163 -3.086 2.999  -0.1376
C 1.940 -2.923 1.865  -0.7935
C 1.348 -2.325 0.748  -0.1197
H -1.734 -1.997 1.713  0.4516
H -0.854 -2.961 3.760  0.3656
H 1.595 -3.405 3.941  0.3613
H 3.013 -3.057 1.910  0.3207
H 1.872 -2.142 -0.180  0.3909


No. 5
A 7-piece molecular cluster, H14O7 overall at a distorted geometry. Source: OMol25; level of theory: ωB97M-V/def2-TZVPD.

## Properties
multiplicity: 2
<S²>: 0.750
highest occupied orbital energy (alpha / beta): 0.515 / -7.939 eV
charge: -1
energy above the lowest of the compared OMol25 structures with the same formula, charge and spin: 13.8 kcal/mol
energy: -14559.3960 eV

Last column: Mulliken charge in e.
Atoms and positions in Å:
O 12.934 15.797 -12.038  -0.8820
H 13.020 16.430 -11.326  0.2999
H 13.602 15.136 -11.855  0.3617
O 16.870 16.429 -7.362  -0.9327
H 16.938 16.717 -8.272  0.2973
H 17.126 15.507 -7.381  0.2876
O 17.015 15.637 -12.505  -0.6177
H 17.639 14.942 -12.295  0.3105
H 16.582 15.337 -13.304  0.3260
O 17.145 18.505 -9.921  -0.6839
H 16.825 19.400 -10.035  0.2856
H 17.728 18.362 -10.666  0.3730
O 15.358 16.567 -10.029  -0.5978
H 16.127 17.097 -9.818  0.3446
H 15.398 16.457 -10.979  0.1391
O 12.267 16.067 -8.853  -0.8272
H 12.182 16.487 -7.998  0.3234
H 13.188 16.180 -9.086  0.3083
O 16.605 13.978 -9.655  -0.8306
H 16.046 14.754 -9.625  0.2837
H 16.457 13.543 -8.815  0.4312


No. 6
One molecule with the formula C6H9ClN2 at a distorted geometry. Source: OMol25; level of theory: ωB97M-V/def2-TZVPD.

## Properties
highest occupied orbital energy: -8.220 eV
energy above the lowest of the compared OMol25 structures with the same formula, charge and spin: 47.4 kcal/mol
energy: -21867.3846 eV

Last column: Mulliken charge in e.
Atoms and positions in Å:
C 0.749 0.301 1.543  -1.3345
C 1.629 0.439 0.288  -0.1338
C 1.693 -0.540 -0.599  -0.5978
C 0.743 -1.632 -0.614  -0.2301
C -0.562 -1.541 -0.381  -0.8258
C -1.306 -0.294 -0.357  0.6438
Cl -2.776 -0.344 0.642  -0.2621
N -0.990 0.752 -0.987  -0.0671
N -1.791 1.899 -0.917  -0.5816
H 1.431 0.286 2.335  0.4340
H 0.159 -0.517 1.621  0.4681
H 0.289 1.262 1.697  0.2772
H 2.439 1.121 0.138  0.3960
H 2.467 -0.448 -1.236  0.4877
H 1.063 -2.617 -0.642  0.3958
H -1.051 -2.388 -0.170  0.4737
H -2.733 1.885 -0.641  0.2121
H -1.451 2.375 -1.722  0.2445